# 1
C4H10N4 | wB97M-V/def2-TZVPD

Summary:
- F_max: 4.50 eV/A
- Net charge: +2
- HOMO-LUMO gap: 10.0 eV
- ΔE to the lowest compared entry with this formula, charge and spin: 16.3 kcal/mol
- M: 114.2 g/mol
- Lowest unoccupied orbital energy: -8.426 eV
- SMILES: [NH2+]=C[NH+]=C1NCCN1
- HOMO level: -18.45 eV
- E: -376.7773 Eh
- Spin multiplicity: 1

Last column: natural (NBO) charge in e.
Element x y z (Å)
C: 0.242 -0.156 0.134  0.704
C: -0.358 2.310 -0.188  0.421
C: -0.766 -2.127 -0.317  -0.250
C: 0.317 -2.338 0.743  -0.235
N: -0.608 -0.758 -0.660  -0.514
N: 0.694 -0.932 1.104  -0.524
N: -0.129 3.573 -0.416  -0.636
N: 0.612 1.437 0.154  -0.556
H: -1.239 1.958 -0.513  0.221
H: -0.634 -2.779 -1.203  0.269
H: -1.803 -2.228 -0.065  0.249
H: -0.140 -2.863 1.630  0.279
H: 1.333 -2.697 0.409  0.256
H: -1.053 -0.356 -1.453  0.455
H: 1.416 -0.752 1.865  0.490
H: -0.800 4.315 -0.624  0.482
H: 0.856 3.851 -0.262  0.434
H: 1.577 1.698 0.022  0.455



# 2
C4H10N4 | wB97M-V/def2-TZVPD

Summary:
- F_max: 5.55 eV/A
- Net charge: +2
- HOMO-LUMO gap: 10.2 eV
- ΔE to the lowest compared entry with this formula, charge and spin: 35.6 kcal/mol
- M: 114.2 g/mol
- Lowest unoccupied orbital energy: -9.221 eV
- HOMO level: -19.42 eV
- E: -376.7466 Eh
- Spin multiplicity: 1

Last column: natural (NBO) charge in e.
Element x y z (Å)
C: 0.630 1.192 2.010  0.384
C: 0.932 -0.507 -0.113  0.827
C: -1.160 0.666 0.402  -0.044
C: -0.913 -0.676 -1.625  -0.429
N: -0.541 1.422 1.475  -0.515
N: -0.262 -0.162 -0.418  -0.379
N: 1.471 0.332 1.547  -0.549
N: 1.880 -1.218 -0.607  -0.743
H: 0.923 1.774 2.886  0.280
H: -1.933 0.007 0.830  0.252
H: -1.655 1.374 -0.279  0.262
H: -1.736 -1.336 -1.341  0.263
H: -1.314 0.152 -2.207  0.265
H: -0.229 -1.236 -2.256  0.242
H: -1.132 2.145 1.875  0.471
H: 2.377 0.099 1.928  0.463
H: 1.743 -1.813 -1.424  0.473
H: 2.815 -1.249 -0.213  0.476



# 3
C4H10N4O | wB97M-V/def2-TZVPD

Summary:
- F_max: 1.84 eV/A
- Net charge: 0
- HOMO-LUMO gap: 10.4 eV
- ΔE to the lowest compared entry with this formula, charge and spin: 50.8 kcal/mol
- M: 130.2 g/mol
- Lowest unoccupied orbital energy: 0.875 eV
- SMILES: C/N=N/N(C)C(=O)NC
- HOMO level: -9.49 eV
- E: -452.6168 Eh
- Spin multiplicity: 1

Last column: natural (NBO) charge in e.
Element x y z (Å)
C: 1.452 -2.254 -1.080  -0.417
C: -0.592 -1.157 0.055  0.788
C: 0.210 0.542 -1.571  -0.454
C: -0.011 3.065 1.644  -0.453
H: 1.578 -2.034 -2.175  0.193
H: 1.809 -3.276 -0.807  0.212
H: 1.987 -1.479 -0.548  0.207
H: -0.332 -3.039 -0.572  0.393
H: -0.096 -0.336 -2.237  0.233
H: -0.397 1.481 -1.721  0.228
H: 1.230 0.850 -1.729  0.210
H: -0.697 3.889 1.333  0.211
H: 0.969 3.564 1.789  0.203
H: -0.300 2.456 2.507  0.212
N: 0.007 -2.132 -0.777  -0.661
N: -0.086 0.109 -0.186  -0.319
N: -0.244 1.019 0.817  0.027
N: 0.183 2.150 0.499  -0.229
O: -1.391 -1.408 0.924  -0.584



# 4
C4H10N5O | wB97M-V/def2-TZVPD

Summary:
- F_max: 7.28 eV/A
- Net charge: +1
- HOMO-LUMO gap: 8.7 eV
- ΔE to the lowest compared entry with this formula, charge and spin: 108.7 kcal/mol
- M: 144.2 g/mol
- Lowest unoccupied orbital energy: -4.807 eV
- HOMO level: -13.47 eV
- E: -507.0406 Eh
- Spin multiplicity: 1

Last column: natural (NBO) charge in e.
Element x y z (Å)
C: 0.070 0.893 0.826  -0.456
C: 1.274 1.368 0.404  0.176
C: -1.742 -0.877 0.354  0.395
C: -0.388 -0.204 0.148  0.270
N: 2.021 0.679 -0.441  -0.343
N: 0.372 -0.886 -0.744  -0.373
N: -2.573 0.693 -0.674  -0.978
N: 2.493 -1.305 0.423  -0.672
N: 1.836 -0.683 -0.625  0.038
O: -2.129 -1.877 -0.187  -0.572
H: -0.455 1.335 1.662  0.271
H: 1.460 2.454 0.387  0.249
H: -2.142 -0.490 1.233  0.124
H: 2.735 1.092 -1.019  0.440
H: 0.089 -1.663 -1.183  0.432
H: -2.960 0.255 -1.511  0.429
H: -3.172 1.111 0.090  0.411
H: 2.082 -1.262 1.420  0.374
H: 3.056 -2.073 0.249  0.401
H: -1.928 1.440 -0.810  0.383



# 5
C4H10N6O4S | wB97M-V/def2-TZVPD

Summary:
- F_max: 3.91 eV/A
- Net charge: 0
- HOMO-LUMO gap: 8.6 eV
- ΔE to the lowest compared entry with this formula, charge and spin: 63.9 kcal/mol
- M: 238.2 g/mol
- Lowest unoccupied orbital energy: -0.020 eV
- SMILES: C=NS(=O)(=O)N(N)NC.N#C/C=[N+](\[O-])O
- HOMO level: -8.60 eV
- E: -1185.7870 Eh
- Spin multiplicity: 1

Last column: natural (NBO) charge in e.
Element x y z (Å)
C: -4.153 -1.075 -0.168  0.228
C: 3.288 2.151 1.022  -0.430
C: -1.627 1.246 0.110  -0.014
C: -3.096 -1.820 0.240  -0.201
N: -5.080 -0.473 -0.453  -0.283
N: 1.568 0.606 -1.697  -0.636
N: 2.928 1.247 -0.025  -0.432
N: -1.141 0.185 0.494  -0.576
N: -2.209 -2.362 -0.538  0.457
N: 1.685 1.231 -0.444  -0.193
O: -2.029 -2.014 -1.680  -0.434
O: -1.377 -3.310 0.008  -0.518
O: 0.932 0.180 2.070  -0.921
O: 0.970 -1.261 0.108  -0.969
S: 0.691 0.026 0.653  2.107
H: 4.284 2.452 0.787  0.215
H: 2.577 3.018 0.841  0.214
H: 3.003 1.783 2.040  0.216
H: -2.653 1.367 0.115  0.185
H: -0.650 -3.562 -0.551  0.510
H: -1.086 2.042 -0.240  0.166
H: -3.132 -2.233 1.189  0.242
H: 0.666 0.295 -1.766  0.357
H: 2.213 -0.148 -1.992  0.362
H: 3.428 0.429 -0.123  0.350



# 6
C4H10N8 | wB97M-V/def2-TZVPD

Summary:
- F_max: 6.24 eV/A
- Net charge: 0
- HOMO-LUMO gap: 7.4 eV
- M: 170.2 g/mol
- Lowest unoccupied orbital energy: 0.029 eV
- SMILES: [H]/N=C(\N)N/N=C/C=N/N=C(N)N
- HOMO level: -7.39 eV
- E: -596.3620 Eh
- Spin multiplicity: 1

Last column: natural (NBO) charge in e.
Element x y z (Å)
N: -0.661 -1.011 2.437  -0.428
N: 0.030 2.810 -4.071  -0.818
N: -0.543 -0.555 1.254  -0.198
N: 0.153 0.990 -1.141  -0.213
C: 0.004 -2.094 2.819  0.560
C: -0.296 1.842 -3.302  0.565
C: -0.082 0.679 1.253  -0.056
C: 0.270 1.451 0.128  -0.027
N: 0.778 -2.832 2.036  -0.826
N: 0.082 -2.437 4.074  -0.784
N: -1.118 0.816 -3.607  -0.810
N: 0.338 1.877 -2.159  -0.424
H: -0.498 2.941 -4.941  0.344
H: 0.156 1.069 2.202  0.176
H: 0.576 2.513 0.107  0.174
H: 0.663 -2.622 1.065  0.417
H: 1.528 -3.368 2.424  0.397
H: -0.521 -1.983 4.659  0.400
H: 0.364 -3.426 4.274  0.387
H: -1.006 0.022 -2.957  0.399
H: -1.018 0.570 -4.524  0.381
H: 0.804 2.748 -2.030  0.386